Record 1
C48H54BBrF7N3O7P2 | ωB97M-V/def2-TZVPD

```
123
Properties=species:S:1:pos:R:3:forces:R:3
C -3.80253 -2.81730 -0.10570 0.1 0.4 0.0
C -2.45587 -2.79639 0.65895 0.2 -0.1 -0.5
N -2.09456 -1.53222 1.32608 -0.3 -0.3 0.4
N -0.89005 -0.88133 0.92070 0.1 0.2 0.0
C -1.04554 0.10693 -0.13924 -0.3 -0.4 -0.4
N -1.81001 -0.45528 -1.28059 0.1 0.4 0.1
C -1.76317 1.37822 0.41831 0.1 0.1 -0.1
O -3.18168 1.20986 0.41020 0.1 -0.2 0.0
C -3.94450 1.82024 -0.60394 0.4 0.3 0.2
P -5.57861 2.13363 0.15995 0.1 0.0 -0.2
O -6.09749 0.61146 -0.13003 0.2 0.0 -0.1
Br -6.35049 3.23262 -1.65626 -0.2 0.1 -0.1
B -1.36029 1.74176 1.94362 0.2 0.2 0.2
O -0.19580 1.32919 2.55412 -0.7 0.8 0.5
O -2.26622 2.54550 2.57092 0.1 -0.4 -0.2
C -2.42332 2.52743 3.98920 0.1 0.3 0.1
P 0.60805 0.63621 -0.73024 0.5 0.6 0.6
O 1.37388 1.59231 0.08447 -0.3 -0.5 -0.4
O 1.33419 -0.77692 -0.99102 -0.3 0.1 -0.1
O 0.33729 1.21041 -2.20309 0.0 0.4 0.4
H -4.23083 -1.80756 -0.16506 0.1 -0.2 0.1
H -3.67100 -3.14050 -1.14534 0.0 0.0 0.3
H -4.53503 -3.47347 0.37596 0.1 0.1 -0.1
H -2.46185 -3.58701 1.42004 0.1 0.1 -0.1
H -1.64548 -3.04263 -0.04564 -0.1 0.0 0.2
H -2.84400 -0.85721 1.26067 0.0 0.1 -0.1
H -0.17866 -1.57392 0.73028 -0.1 -0.1 -0.1
H -1.99542 0.27659 -1.95893 -0.1 0.0 0.0
H -1.26699 -1.16484 -1.76603 0.0 -0.1 0.2
H -1.47501 2.24907 -0.20281 -0.2 -0.2 0.0
H -4.08329 1.16655 -1.47197 0.0 0.1 -0.1
H -3.52993 2.79446 -0.90499 0.1 -0.2 0.0
H -6.97257 0.47689 0.22019 -0.6 -0.2 0.3
H -0.18945 0.39476 2.74287 0.1 -0.7 -0.4
H -3.46418 2.78122 4.20924 0.3 -0.1 -0.1
H -2.20045 1.53992 4.40316 0.0 0.1 -0.1
H -1.76078 3.26612 4.45625 -0.1 -0.2 -0.1
H 2.26847 -0.69315 -0.77470 0.4 -0.1 0.1
H 0.34166 0.53335 -2.87293 0.0 -0.4 -0.5
F 1.38632 -2.35641 3.69971 0.0 0.0 0.0
C 2.57456 -1.92640 3.22313 0.1 0.0 -0.1
C 2.59754 -0.80309 2.42125 -0.2 0.1 -0.1
C 3.81438 -0.35764 1.92877 0.0 -0.1 -0.1
C 4.98034 -1.05054 2.22937 0.1 -0.1 -0.1
C 4.92931 -2.18333 3.02964 0.0 0.0 0.0
C 3.71797 -2.62953 3.54465 0.0 0.0 0.0
H 1.67844 -0.28000 2.18602 0.1 0.0 0.0
H 3.84384 0.52998 1.30742 0.0 0.0 0.0
H 5.92901 -0.70950 1.83422 0.0 0.0 0.0
H 5.83781 -2.72515 3.25874 0.0 0.0 0.0
H 3.65659 -3.50489 4.17697 0.0 0.0 0.0
F 6.61734 -3.78540 0.06449 0.0 0.0 0.0
C 6.32711 -2.99275 -0.98823 0.0 0.0 0.1
C 7.33944 -2.24998 -1.55978 0.0 0.0 0.0
C 7.02800 -1.43463 -2.63922 0.0 0.0 0.0
C 5.72787 -1.36832 -3.12123 0.0 0.0 0.0
C 4.73038 -2.12538 -2.52044 0.0 0.0 0.0
C 5.02409 -2.94901 -1.44280 0.0 0.0 0.0
H 8.34260 -2.31006 -1.16047 0.0 0.0 0.0
H 7.80859 -0.84643 -3.10347 0.0 0.0 0.0
H 5.49328 -0.72872 -3.96144 0.0 0.0 0.0
H 3.71394 -2.07758 -2.89146 0.0 0.0 0.0
H 4.26614 -3.54896 -0.95710 0.0 0.0 0.0
F 7.90444 1.16945 1.93285 0.0 0.0 0.0
C 7.19583 2.29583 2.18266 0.0 0.0 0.0
C 6.00198 2.18742 2.86464 0.0 0.1 0.1
C 5.28025 3.34547 3.11810 0.0 0.0 0.0
C 5.75464 4.57685 2.68646 0.0 0.0 0.0
C 6.95932 4.65133 2.00036 0.0 0.0 0.0
C 7.69648 3.50367 1.74210 0.0 0.0 0.0
H 5.64814 1.22156 3.19076 0.0 0.0 0.0
H 4.34103 3.27962 3.65159 0.0 0.0 0.0
H 5.18580 5.47578 2.88234 0.0 0.0 0.0
H 7.33070 5.60901 1.65943 0.0 0.0 0.0
H 8.63912 3.53681 1.21315 0.0 0.0 0.0
F 6.71841 -4.38966 5.64044 0.0 0.0 0.0
C 8.04453 -4.19372 5.47898 0.0 0.0 0.0
C 8.57989 -4.29355 4.21098 0.0 0.0 -0.1
C 9.94226 -4.08658 4.04926 0.0 0.0 0.0
C 10.74312 -3.78943 5.14346 0.0 0.0 0.0
C 10.17565 -3.69537 6.40694 0.0 0.0 0.0
C 8.81403 -3.89511 6.58488 0.0 0.0 0.0
H 7.94060 -4.52945 3.37028 0.0 0.0 0.0
H 10.37648 -4.15693 3.06061 0.0 0.0 0.0
H 11.80484 -3.63007 5.01183 0.0 0.0 0.0
H 10.79482 -3.46499 7.26401 0.0 0.0 0.0
H 8.34954 -3.82206 7.55877 0.0 0.0 0.0
F -5.26533 -1.86985 -2.92858 0.0 0.0 0.0
C -5.53235 -1.04546 -3.96130 0.0 0.0 0.0
C -4.48363 -0.38178 -4.56697 0.0 0.0 0.0
C -4.76038 0.46301 -5.63261 0.0 0.0 0.0
C -6.06565 0.63405 -6.07046 0.0 0.0 0.0
C -7.09929 -0.04764 -5.44316 0.0 0.0 0.0
C -6.83952 -0.89979 -4.37892 0.0 0.0 0.0
H -3.47559 -0.53515 -4.20596 0.0 0.0 0.0
H -3.95199 0.98839 -6.12481 0.0 0.0 0.0
H -6.27285 1.29274 -6.90308 0.0 0.0 0.0
H -8.11849 0.08374 -5.78289 0.0 0.0 0.0
H -7.62733 -1.44420 -3.87624 0.0 0.0 0.0
F -5.03827 0.85399 -9.36609 0.0 0.0 0.0
C -5.44827 -0.29561 -9.94792 0.0 0.0 0.0
C -5.75886 -0.28179 -11.29229 0.0 0.0 0.0
C -6.17515 -1.46742 -11.88163 0.0 0.0 0.0
C -6.27821 -2.63010 -11.13010 0.0 0.0 0.0
C -5.96087 -2.60925 -9.77856 0.0 0.0 0.0
C -5.53844 -1.43392 -9.17348 0.0 0.0 0.1
H -5.67425 0.63743 -11.85550 0.0 0.0 0.0
H -6.41942 -1.47981 -12.93582 0.0 0.0 0.0
H -6.60551 -3.54948 -11.59671 0.0 0.0 0.0
H -6.04323 -3.51156 -9.18685 0.0 0.0 0.0
H -5.28164 -1.39151 -8.12321 0.0 0.0 0.0
F -5.08172 3.19888 5.69240 -0.1 0.0 0.1
C -5.97985 4.20986 5.72178 0.1 0.0 0.0
C -7.15410 4.03084 6.42282 0.0 0.0 0.0
C -8.06806 5.07517 6.44688 0.0 0.0 0.0
C -7.80030 6.26083 5.77647 0.0 0.0 0.0
C -6.60941 6.40637 5.07802 0.0 0.0 0.0
C -5.68103 5.37529 5.04652 0.0 0.0 0.0
H -7.34013 3.09573 6.93283 0.0 0.0 0.0
H -8.99428 4.95875 6.99425 0.0 0.0 0.0
H -8.51843 7.06942 5.79792 0.0 0.0 0.0
H -6.39833 7.32753 4.55093 0.0 0.0 0.0
H -4.74517 5.46512 4.51207 0.0 0.0 0.0
```
Positions in Å, forces in eV/Å.

SMILES = CCNN[C@@](N)([C@@H](OCP(O)Br)B(O)OC)P(=O)(O)O.Fc1ccccc1.Fc1ccccc1.Fc1ccccc1.Fc1ccccc1.Fc1ccccc1.Fc1ccccc1.Fc1ccccc1
highest occupied orbital energy = -8.0 eV
LUMO level = 0.1 eV
2S+1 = 1


Record 2
C47H72O32 | ωB97M-V/def2-TZVPD

```
151
Properties=species:S:1:pos:R:3:forces:R:3
C -7.07729 -0.59946 0.93486 2.1 -0.5 -0.8
C -5.67894 -0.87156 0.78943 -2.2 -0.4 1.1
C -5.07493 -1.56202 -0.52302 -1.0 2.8 -0.7
C -5.99352 -2.74946 -1.10275 0.2 -1.4 0.6
O -6.15931 -2.71225 -2.53435 -0.7 0.2 1.1
C -7.47007 -2.23730 -2.92052 -0.3 1.0 -1.3
O -5.27288 -0.48226 -1.52648 2.0 1.4 0.6
C -4.17374 0.40562 -1.34097 -1.2 1.1 -0.9
O -4.29824 1.62946 -1.45698 1.2 -4.4 0.4
O -3.01951 -0.37874 -1.06843 -2.7 1.0 -0.2
C -3.49769 -1.69259 -0.69211 0.0 -2.1 0.9
C -2.60139 -2.26255 0.51037 0.2 -0.2 -0.4
C -1.63493 -1.18881 1.19958 0.4 -0.3 0.8
C -0.27070 -0.91321 0.38792 -0.2 -0.6 -0.6
C 1.02864 -0.77133 1.31915 -0.5 0.7 -0.1
C 1.44843 0.74403 1.64954 1.2 -0.6 0.3
C 2.55747 1.34313 0.63257 -0.5 1.1 0.7
C 3.21097 2.66675 1.32288 0.6 -1.0 0.1
C 4.77841 2.84406 0.91110 -1.6 0.6 -0.8
C 5.10701 4.40625 0.80250 0.7 0.2 0.5
C 6.67785 4.75581 0.70196 -0.2 0.9 -0.2
C 7.15821 5.09929 -0.81254 0.3 0.6 1.1
C 8.27696 6.28355 -0.81016 -0.4 -1.5 0.0
O 7.64888 7.53092 -1.19478 1.6 -0.6 -0.7
C 8.42208 8.25312 -2.18595 0.0 1.7 0.1
H -7.65926 -0.80880 1.89598 1.4 1.5 -1.0
H -7.69266 -0.20870 0.04682 0.8 -1.6 1.1
H -5.01690 -0.58697 1.67706 -0.9 -1.5 -1.0
H -7.03437 -2.79803 -0.63892 1.6 0.4 -0.2
H -5.48063 -3.74821 -0.83970 -0.7 1.4 -0.4
H -8.24550 -3.06459 -3.06941 1.2 0.8 0.5
H -7.88418 -1.43321 -2.22461 0.6 -1.2 -0.8
H -7.32952 -1.73059 -3.94811 -0.2 -0.8 1.6
H -3.40083 -2.48642 -1.50838 0.1 1.5 0.4
H -3.29169 -2.79370 1.25851 0.9 0.9 -0.9
H -1.94113 -3.08850 0.05184 -1.0 1.4 0.9
H -2.18400 -0.21853 1.45801 0.7 -1.3 -0.4
H -1.30895 -1.65290 2.20661 -0.6 0.7 -1.5
H -0.09984 -1.82427 -0.30573 -0.3 1.5 1.2
H -0.38655 -0.01071 -0.31498 0.2 -1.2 1.2
H 0.85256 -1.30513 2.32112 0.2 0.6 -1.5
H 1.89277 -1.27021 0.77173 -1.0 0.6 0.9
H 1.97776 0.71003 2.67629 -0.8 0.1 -1.5
H 0.56429 1.45525 1.78554 1.1 -1.0 -0.4
H 2.07015 1.62933 -0.37114 0.8 -0.5 1.4
H 3.41326 0.61124 0.43131 -1.4 0.8 0.4
H 2.60846 3.60721 1.10434 0.8 -1.2 0.2
H 3.17702 2.47643 2.45616 0.0 0.5 -1.6
H 4.90049 2.35220 -0.11975 0.1 0.6 1.5
H 5.39527 2.28356 1.68486 -0.5 0.9 -1.1
H 4.60559 4.92354 -0.09775 0.5 -1.1 1.3
H 4.67900 4.93685 1.72907 0.7 -0.9 -1.2
H 7.34491 3.94970 1.17584 -1.4 1.4 -0.7
H 6.83530 5.74905 1.28906 -0.2 -1.8 -0.8
H 7.59974 4.20073 -1.35247 -0.8 1.1 0.7
H 6.24423 5.50598 -1.36597 1.4 -0.6 0.5
H 9.08818 5.92976 -1.53757 -1.0 0.9 0.7
H 8.78027 6.39820 0.21781 -0.8 -0.2 -1.3
H 7.93149 8.26169 -3.22366 0.9 -0.5 1.7
H 9.51728 7.92958 -2.21441 -1.6 0.2 -0.2
H 8.43074 9.36134 -1.85604 0.0 -1.6 -0.5
O -6.12974 1.15556 4.39992 -0.3 0.6 -0.5
C -6.57057 2.09625 3.80638 0.4 -0.8 0.5
O -7.75580 2.09523 3.13692 0.5 0.0 0.2
C -8.02765 3.44046 2.76689 -0.7 0.3 -0.3
C -6.66638 4.06817 2.75187 0.3 0.7 -0.4
O -5.95124 3.30391 3.71280 -0.3 -0.5 0.1
H -8.51787 3.48398 1.79334 0.0 -0.2 0.1
H -8.68708 3.88684 3.51695 0.1 0.0 0.0
H -6.17057 3.96996 1.78179 0.0 0.0 0.1
H -6.68979 5.12204 3.03260 0.1 -0.1 0.1
O 0.40281 -3.90897 -0.88553 -0.4 -0.9 0.0
C -0.02010 -5.02591 -0.77561 0.5 0.5 -0.2
O 0.55574 -6.12317 -1.33509 -0.4 0.8 0.2
C -0.10224 -7.26239 -0.79185 0.4 -0.9 0.0
C -1.42875 -6.71871 -0.37114 -0.9 -0.4 0.2
O -1.13974 -5.35816 -0.07455 0.6 0.3 -0.3
H -0.19411 -8.05114 -1.53971 0.1 0.2 0.0
H 0.48171 -7.63857 0.05123 -0.1 0.1 0.0
H -2.17046 -6.75562 -1.17511 0.1 0.1 0.0
H -1.82830 -7.23050 0.50269 0.1 0.2 -0.1
O 6.54814 6.61220 3.89697 -0.3 0.7 -0.4
C 6.10640 7.54710 3.29500 0.4 -0.8 0.5
O 4.92637 7.53908 2.62193 0.4 0.0 0.2
C 4.64985 8.87921 2.23996 -0.7 0.3 -0.3
C 6.00851 9.51136 2.22496 0.3 0.7 -0.5
O 6.72305 8.75658 3.19407 -0.3 -0.5 0.1
H 4.16364 8.91322 1.26405 0.0 -0.2 0.1
H 3.98519 9.32852 2.98379 0.1 0.0 0.0
H 6.50797 9.40679 1.25718 0.0 -0.1 0.0
H 5.98069 10.56749 2.49717 0.1 -0.1 0.1
O -12.22118 -5.06258 -4.44568 0.8 0.1 -0.4
C -11.19190 -4.94333 -5.04223 -1.0 -0.1 0.5
O -9.99598 -5.43921 -4.61978 -0.4 0.3 -0.1
C -9.07964 -5.29155 -5.69580 0.8 -0.4 0.0
C -9.67262 -4.17188 -6.49607 0.3 0.5 -0.6
O -11.06389 -4.29304 -6.23204 0.0 -0.3 0.4
H -8.08094 -5.05531 -5.32537 -0.1 -0.1 0.1
H -9.03829 -6.23018 -6.25577 0.0 0.1 0.0
H -9.33212 -3.18883 -6.15743 0.0 -0.1 0.0
H -9.46922 -4.26844 -7.56337 -0.2 0.0 0.1
O -1.85929 -5.23933 -6.73365 -0.2 0.6 0.6
C -2.13994 -4.37120 -5.95963 0.3 -0.7 -0.6
O -1.26769 -3.82127 -5.07128 -0.4 -0.3 -0.3
C -1.90848 -2.68663 -4.50183 0.4 0.6 0.5
C -3.36402 -2.99440 -4.68698 -0.6 0.4 0.4
O -3.37450 -3.80705 -5.85324 0.5 -0.2 -0.1
H -1.63574 -2.57231 -3.45140 0.1 -0.1 -0.1
H -1.59623 -1.79236 -5.04874 0.0 -0.1 0.0
H -3.78066 -3.56704 -3.85312 0.0 0.1 -0.1
H -3.96473 -2.09589 -4.83419 0.0 -0.2 -0.1
O -0.71745 -8.59820 1.95420 -0.2 0.4 0.7
C -0.97295 -7.90997 2.90277 0.2 -0.5 -0.3
O -1.55168 -8.36249 4.04613 0.2 0.2 -0.7
C -1.47731 -7.30767 4.99806 -0.2 0.0 0.9
C -1.36511 -6.08510 4.13946 -0.2 0.9 0.3
O -0.72060 -6.57570 2.97000 0.0 -0.8 -0.2
H -2.36494 -7.29261 5.63157 0.1 -0.2 -0.1
H -0.59510 -7.46044 5.62622 0.0 0.0 -0.1
H -2.34110 -5.67727 3.86125 0.1 0.0 0.0
H -0.77387 -5.29812 4.60893 0.0 -0.1 -0.2
O 8.73912 8.68381 -5.25709 -0.5 -0.5 -0.7
C 8.04566 7.97542 -5.92771 0.6 0.6 0.5
O 7.96184 6.62528 -5.78435 0.1 0.6 -0.1
C 6.88063 6.18411 -6.59466 -0.4 -0.8 0.0
C 6.76619 7.26869 -7.62328 -0.4 0.0 -0.7
O 7.23996 8.41645 -6.93185 0.3 -0.2 0.5
H 7.09821 5.21083 -7.03644 0.1 0.1 0.2
H 5.98461 6.09970 -5.97314 0.1 0.0 0.0
H 7.40560 7.09056 -8.49279 0.0 0.0 0.1
H 5.73989 7.41533 -7.96253 0.1 0.2 0.1
O -4.06229 -5.47204 8.13276 -0.2 -0.9 0.0
C -4.48593 -6.58439 8.24555 0.2 1.1 0.0
O -3.91153 -7.68531 7.68593 -0.2 0.4 0.1
C -4.56808 -8.82255 8.23151 0.3 -0.8 -0.1
C -5.89716 -8.27336 8.65519 -0.7 -0.4 0.2
O -5.60334 -6.91385 8.94771 0.5 0.1 -0.3
H -4.66152 -9.61252 7.48506 0.1 0.2 0.0
H -3.98164 -9.19839 9.07476 0.0 0.1 0.0
H -6.64033 -8.30991 7.85338 0.1 0.0 0.0
H -6.29794 -8.78195 9.53295 0.0 0.2 0.0
O 8.26099 1.94484 -0.98848 0.7 0.1 0.5
C 9.17672 2.13733 -0.24369 -0.8 -0.2 -0.6
O 10.39108 1.53151 -0.34693 -0.5 0.2 0.1
C 11.26356 2.18316 0.56585 0.8 -0.1 0.0
C 10.32134 2.76739 1.57489 0.2 0.3 0.8
O 9.13867 2.99011 0.81818 0.5 -0.5 -0.5
H 11.96232 1.47265 1.00953 -0.1 -0.1 -0.2
H 11.82948 2.94949 0.02819 -0.1 0.0 0.0
H 10.09488 2.07227 2.38851 0.0 0.0 -0.1
H 10.69199 3.70121 1.99987 -0.2 0.0 -0.1
```
Positions in Å, forces in eV/Å.

SMILES = C=C[C@@]1(COC)OC(=O)O[C@H]1CCCCCCCCCCCCOC.O=C1OCCO1.O=C1OCCO1.O=C1OCCO1.O=C1OCCO1.O=C1OCCO1.O=C1OCCO1.O=C1OCCO1.O=C1OCCO1.O=C1OCCO1
highest occupied orbital energy = -9.0 eV
LUMO level = 0.1 eV
2S+1 = 1


Record 3
H4INP2 | ωB97M-V/def2-TZVPD

```
8
Properties=species:S:1:pos:R:3:forces:R:3
N 2.30793 2.07142 0.31819 0.4 -0.5 1.9
P -0.83339 0.11968 0.80624 -0.5 1.4 2.6
P 0.82887 -0.31917 -0.30825 2.1 0.1 -1.2
I 0.96433 3.55104 0.35133 -0.1 0.2 -0.1
H 2.53665 2.02368 1.38630 -0.4 -0.3 -2.1
H -0.25792 1.42288 1.36649 -0.7 -1.5 0.0
H -1.39674 0.95946 -0.09936 -0.8 0.5 -1.2
H 1.46144 -1.12776 0.67033 0.0 0.2 0.1
```
Positions in Å, forces in eV/Å.

energy above the lowest of the compared OMol25 structures with the same formula, charge and spin = 71.3 kcal per mole
highest occupied orbital energy (alpha / beta) = -9.3 / -8.3 eV
LUMO level (alpha / beta) = -1.3 / -1.4 eV
2S+1 = 1


We obtain electronic energy values of -6533.20756, -4241.59716, -1037.38903 a.u. for the records listed above, in that order.